# C22H69N5O10

A cluster of 10 separate species, C22H69N5O10 in total at a distorted geometry (ωB97M-V/def2-TZVPD, the Open Molecules 2025 dataset).

The orbital gap comes out at 9.07 eV. The energy above the lowest of the compared OMol25 structures with the same formula, charge and spin comes out at 45.9 kcal/mol. Its LUMO energy is 0.29 eV. The calculation puts the HOMO energy at -8.78 eV. The calculation puts the electronic energy at -1905.62216 Eh. Its SMILES is COC[C@H](C)N.COC[C@H](C)N.COC[C@H](C)N.COC[C@H](C)N.COC[C@H](C)N.CO.CO.O.O.O.

The geometry in ORCA input format:
```
! wB97M-V def2-TZVPD RIJCOSX def2/J DEFGRID3
* xyz 0 1
C 1.867 -0.649 -7.697
O 1.961 -1.010 -6.338
C 1.879 -2.415 -6.197
C 2.156 -2.769 -4.762
C 2.224 -4.281 -4.517
N 1.203 -2.136 -3.813
H 2.815 -0.867 -8.210
H 1.721 0.428 -7.760
H 1.081 -1.176 -8.245
H 0.896 -2.810 -6.482
H 2.627 -2.928 -6.817
H 3.153 -2.412 -4.457
H 1.246 -4.742 -4.657
H 2.671 -4.619 -3.582
H 2.929 -4.687 -5.254
H 1.144 -1.153 -4.079
H 1.766 -2.073 -2.953
C -3.832 -0.446 -0.899
O -2.984 0.025 -1.909
C -2.918 -0.762 -3.108
C -2.351 0.092 -4.223
C -2.926 1.504 -4.287
N -2.466 -0.642 -5.482
H -3.838 0.242 -0.052
H -3.434 -1.373 -0.466
H -4.854 -0.579 -1.266
H -2.330 -1.669 -2.954
H -3.991 -0.957 -3.266
H -1.285 0.162 -3.974
H -2.665 2.036 -3.364
H -4.016 1.496 -4.338
H -2.477 2.147 -5.046
H -2.298 0.000 -6.245
H -3.398 -1.021 -5.604
C -0.673 1.047 3.677
O 0.342 1.916 4.077
C -0.008 2.759 5.150
C 0.908 3.978 5.129
C 0.540 4.928 6.263
N 0.847 4.683 3.868
H -0.395 0.315 2.924
H -1.627 1.534 3.441
H -0.967 0.422 4.544
H -1.064 3.061 5.115
H 0.083 2.214 6.104
H 1.942 3.658 5.283
H 0.769 4.563 7.261
H -0.531 5.169 6.202
H 0.933 5.935 6.109
H 0.028 5.226 3.645
H 1.046 4.020 3.131
C 0.347 6.828 0.765
O -0.413 5.903 0.030
C -0.388 4.622 0.611
C -1.367 3.707 -0.079
C -2.827 4.120 0.181
N -1.221 2.331 0.346
H 0.131 6.823 1.839
H 0.125 7.826 0.387
H 1.422 6.645 0.650
H 0.587 4.109 0.612
H -0.618 4.715 1.682
H -1.233 3.877 -1.155
H -3.562 3.367 -0.094
H -3.113 5.111 -0.166
H -2.879 4.197 1.280
H -0.894 1.644 -0.317
H -2.041 1.924 0.768
C 1.833 -1.147 5.913
O 1.696 -2.420 5.333
C 0.932 -2.383 4.138
C 0.743 -3.823 3.679
C 1.997 -4.414 3.073
N -0.298 -3.805 2.626
H 2.277 -1.315 6.894
H 0.873 -0.630 6.031
H 2.474 -0.445 5.365
H -0.039 -1.937 4.384
H 1.473 -1.822 3.367
H 0.353 -4.422 4.506
H 1.896 -5.440 2.718
H 2.778 -4.397 3.838
H 2.396 -3.827 2.243
H -1.226 -3.557 2.946
H -0.332 -4.737 2.226
C 2.093 0.741 0.521
O 3.332 1.329 0.902
H 1.255 1.356 0.867
H 2.034 0.633 -0.558
H 1.977 -0.218 1.034
H 3.246 1.661 1.799
C -0.347 -1.594 -0.324
O -0.566 -2.989 -0.153
H -0.043 -1.476 -1.361
H -1.270 -1.042 -0.121
H 0.348 -1.147 0.384
H -0.483 -3.239 0.785
O 2.796 -1.990 -1.433
H 3.572 -1.548 -1.069
H 2.841 -2.889 -1.087
O 0.235 -4.629 -2.099
H 1.030 -4.149 -2.337
H -0.197 -4.069 -1.427
O -2.710 -5.934 -0.361
H -2.097 -5.280 -0.716
H -2.373 -6.140 0.515
*
```

# C22H73N23O13

A cluster of 13 separate species, C22H73N23O13 in total at a distorted geometry (ωB97M-V/def2-TZVPD, the Open Molecules 2025 dataset).

The orbital gap comes out at 8.31 eV. The energy above the lowest of the compared OMol25 structures with the same formula, charge and spin comes out at 14.7 kcal/mol. Its LUMO energy is -0.04 eV. The calculation puts the HOMO energy at -8.35 eV. The calculation puts the electronic energy at -3119.90447 Eh.

The geometry in ORCA input format:
```
! wB97M-V def2-TZVPD RIJCOSX def2/J DEFGRID3
* xyz 0 1
C -2.256 -5.776 -1.922
O -1.601 -5.634 -2.960
N -2.210 -4.922 -0.817
N -3.033 -6.954 -1.763
H -2.958 -5.055 -0.182
H -1.636 -4.093 -0.866
H -3.767 -6.951 -1.085
H -3.128 -7.598 -2.523
C -3.094 1.940 3.689
O -2.739 3.111 3.945
N -3.912 1.639 2.582
N -2.888 0.865 4.573
H -4.424 0.777 2.501
H -4.270 2.415 2.054
H -3.294 -0.047 4.394
H -2.330 0.960 5.397
C 1.380 -1.110 -5.130
O 0.953 -0.075 -5.718
N 2.692 -1.581 -5.429
N 0.681 -1.939 -4.271
H 2.913 -2.508 -5.121
H 3.018 -1.163 -6.285
H 1.064 -2.704 -3.754
H -0.203 -1.566 -3.946
C 2.527 1.374 -1.730
O 1.924 2.391 -1.314
N 3.246 0.547 -0.891
N 2.535 1.014 -3.071
H 3.214 0.737 0.108
H 3.771 -0.256 -1.172
H 2.769 0.119 -3.466
H 1.804 1.455 -3.613
C 0.758 -1.222 4.660
O 0.201 -0.146 4.389
N 1.147 -1.555 5.968
N 0.999 -2.234 3.742
H 1.611 -2.368 6.303
H 0.702 -0.932 6.624
H 0.684 -1.972 2.816
H 1.343 -3.105 4.073
C -4.789 -0.490 0.091
O -5.884 -0.966 0.484
N -3.551 -0.937 0.518
N -4.729 0.698 -0.621
H -2.726 -0.446 0.226
H -3.445 -1.703 1.144
H -5.594 1.008 -1.016
H -3.842 1.149 -0.888
C -0.342 -0.352 0.588
O -0.557 -1.511 1.013
N -0.424 0.813 1.337
N 0.045 -0.096 -0.737
H -0.547 1.654 0.788
H -0.803 0.833 2.273
H 0.164 -1.001 -1.183
H 0.755 0.592 -0.961
C -2.254 2.303 -2.814
O -2.791 2.197 -1.683
N -1.159 1.552 -3.172
N -2.674 3.255 -3.714
H -0.789 0.725 -2.745
H -0.794 1.741 -4.093
H -2.456 3.253 -4.690
H -3.343 3.921 -3.375
C -3.461 -2.436 3.977
O -4.346 -1.527 3.817
N -3.743 -3.613 4.681
N -2.206 -2.307 3.406
H -3.071 -4.352 4.719
H -4.475 -3.526 5.358
H -1.520 -2.981 3.681
H -1.940 -1.409 3.043
C -2.945 -2.053 -3.714
O -1.935 -1.893 -2.993
N -3.257 -3.296 -4.226
N -3.765 -1.005 -4.035
H -3.979 -3.505 -4.882
H -2.688 -4.053 -3.870
H -4.609 -1.046 -4.563
H -3.559 -0.168 -3.519
C 2.323 2.678 3.155
C 3.449 1.792 2.527
C 4.536 1.625 3.554
O 5.289 2.819 3.671
C 6.046 2.946 4.838
N 2.828 0.496 2.129
H 1.757 3.203 2.386
H 2.826 3.454 3.748
H 1.676 2.116 3.827
H 3.790 2.355 1.654
H 5.257 0.902 3.121
H 4.208 1.247 4.531
H 6.725 3.782 4.661
H 6.678 2.062 5.017
H 5.492 3.160 5.760
H 1.815 0.569 2.055
H 2.882 -0.075 2.983
C 4.899 -2.915 -0.259
C 4.621 -4.140 -1.118
C 3.849 -3.821 -2.389
O 2.638 -3.145 -2.145
C 1.651 -3.744 -1.322
N 5.882 -4.876 -1.430
H 5.579 -2.248 -0.805
H 5.345 -3.179 0.698
H 3.989 -2.328 -0.119
H 4.052 -4.834 -0.483
H 3.591 -4.783 -2.879
H 4.466 -3.324 -3.141
H 0.722 -3.188 -1.401
H 1.977 -3.646 -0.278
H 1.537 -4.801 -1.578
H 6.574 -4.632 -0.734
H 5.679 -5.864 -1.373
C -0.754 4.593 -0.527
C -0.997 5.525 -1.750
C -1.524 6.823 -1.187
O -2.820 6.602 -0.672
C -3.431 7.753 -0.180
N 0.268 5.666 -2.444
H -1.607 4.503 0.143
H 0.113 4.957 0.021
H -0.551 3.614 -0.970
H -1.726 5.138 -2.448
H -1.667 7.528 -2.036
H -0.867 7.351 -0.481
H -2.910 8.187 0.677
H -4.433 7.482 0.140
H -3.504 8.479 -0.999
H 0.789 4.802 -2.468
H 0.831 6.438 -2.125
*
```

# C23H10Br2Cl2IN2O5RuS4

A structure of composition C23H10Br2Cl2IN2O5RuS4 (ωB97M-V/def2-TZVPD, the Open Molecules 2025 dataset).

The orbital gap (alpha / beta) comes out at 5.77 / 5.93 eV. As for the expectation value of S²: 0.758. The energy above the lowest of the compared OMol25 structures with the same formula, charge and spin comes out at 2.3 kcal/mol. Its LUMO energy (alpha / beta) is 3.88 / 3.88 eV. The calculation puts the HOMO energy (alpha / beta) at -1.89 / -2.04 eV. The calculation puts the electronic energy at -9422.19280 Eh.

The geometry in ORCA input format:
```
! wB97M-V def2-TZVPD RIJCOSX def2/J DEFGRID3
* xyz -2 2
Ru -1.176 -0.335 -0.099
Br 4.948 -1.357 0.537
C 3.934 -0.485 -0.815
C 4.607 0.225 -1.793
C 3.902 0.839 -2.794
Br 4.888 1.769 -4.145
C 2.487 0.792 -2.827
C 1.735 1.415 -3.844
C 0.379 1.339 -3.814
C -0.241 0.674 -2.751
N 0.413 0.080 -1.768
C 1.784 0.093 -1.803
C 2.521 -0.659 -0.765
O 1.953 -1.391 0.056
H 5.687 0.281 -1.770
H 2.250 1.946 -4.633
H -0.239 1.807 -4.568
H -1.319 0.663 -2.698
O -7.991 -1.048 -0.109
C -6.783 -0.968 -0.107
S -5.824 -0.576 1.323
C -4.250 -0.630 0.548
C -4.219 -0.921 -0.763
S -2.768 -1.041 -1.702
S -5.772 -1.218 -1.531
S -2.816 -0.329 1.489
Cl 2.151 -2.883 5.378
C 1.288 -2.677 3.866
C 0.834 -3.778 3.200
C 0.143 -3.645 1.987
I -0.490 -5.346 0.970
C -0.108 -2.407 1.415
O -0.710 -2.239 0.286
C 0.356 -1.263 2.152
N 0.099 -0.058 1.571
C 0.555 1.040 2.122
C 1.294 1.011 3.320
C 1.543 -0.179 3.937
C 1.073 -1.375 3.354
H 1.014 -4.763 3.609
H 0.361 1.960 1.587
H 1.661 1.943 3.730
H 2.110 -0.225 4.858
Cl -2.032 4.033 -2.747
C -1.972 3.918 -0.953
C -1.088 2.740 -0.521
O -1.715 1.635 -0.531
O 0.086 2.964 -0.233
H -2.994 3.776 -0.617
H -1.552 4.853 -0.597
*
```

# C23H12Br2Cl4N4O2PtS

A structure of composition C23H12Br2Cl4N4O2PtS at a distorted geometry (ωB97M-V/def2-TZVPD, the Open Molecules 2025 dataset).

The orbital gap comes out at 6.11 eV. The energy above the lowest of the compared OMol25 structures with the same formula, charge and spin comes out at 0.0 kcal/mol. Its LUMO energy is -1.04 eV. The calculation puts the HOMO energy at -7.15 eV. The calculation puts the electronic energy at -8759.55549 Eh.

The geometry in ORCA input format:
```
! wB97M-V def2-TZVPD RIJCOSX def2/J DEFGRID3
* xyz 0 1
Pt 0.009 0.094 -0.299
Br 6.531 0.360 1.047
C 4.678 0.381 0.745
C 4.167 0.786 -0.475
C 2.799 0.711 -0.648
N 1.957 0.285 0.302
C 2.441 0.016 1.534
C 3.813 0.014 1.760
C 1.501 -0.193 2.708
C 2.010 -0.282 4.004
C 1.105 -0.403 5.045
Br 1.743 -0.536 6.810
C -0.255 -0.414 4.792
C -0.657 -0.308 3.469
N 0.195 -0.204 2.461
H 4.800 1.132 -1.277
H 2.334 0.980 -1.587
H 4.215 -0.261 2.719
H 3.062 -0.243 4.228
H -0.976 -0.496 5.591
H -1.708 -0.304 3.207
Cl -3.661 5.702 -0.118
C -3.174 4.056 -0.300
C -4.123 3.057 -0.452
Cl -5.809 3.427 -0.451
C -3.706 1.729 -0.592
Cl -4.847 0.435 -0.752
C -2.362 1.405 -0.591
O -1.939 0.141 -0.747
C -1.395 2.415 -0.408
O -0.110 2.070 -0.363
C -1.814 3.731 -0.277
Cl -0.604 4.947 -0.062
N -2.232 -1.973 0.524
C -1.064 -2.585 0.307
N -0.005 -1.974 -0.159
C 1.049 -2.863 -0.362
C 2.278 -2.566 -0.938
C 3.226 -3.568 -1.049
C 2.965 -4.863 -0.602
C 1.732 -5.177 -0.054
C 0.787 -4.169 0.053
S -0.848 -4.282 0.646
H -2.372 -1.097 0.011
H -3.036 -2.542 0.724
H 2.472 -1.576 -1.325
H 4.180 -3.340 -1.502
H 3.720 -5.630 -0.698
H 1.509 -6.182 0.274
*
```